The following is a DFT calculation (ωB97M-V/def2-TZVPD) of a 16-piece molecular cluster, C52H112O16 overall.

Bonds (Å) are listed after each position.
CARTESIAN COORDINATES (ANGSTROEM)
1 C -3.8072 1.3764 -0.7772  O2 1.425, H3 1.070, H4 1.088, H5 1.090
2 O -3.6814 2.0229 -2.0414  C1 1.425, H6 0.989
3 H -3.6858 2.1268 -0.0247  C1 1.070
4 H -4.7742 0.8851 -0.6929  C1 1.088
5 H -3.0646 0.5914 -0.6309  C1 1.090
6 H -3.7531 1.3758 -2.7862  O2 0.989
7 C 3.5239 3.6395 1.6185  O8 1.400, H9 1.091, H10 1.111, H11 1.104
8 O 3.2152 2.5107 2.3866  C7 1.400, H12 0.969
9 H 4.3683 4.2106 2.0073  C7 1.091
10 H 3.7034 3.3852 0.5517  C7 1.111
11 H 2.6328 4.2895 1.6527  C7 1.104
12 H 3.9765 1.9267 2.5207  O8 0.969
13 C 0.2696 -3.1961 2.7083  O14 1.380, H15 1.080, H16 1.106, H17 1.093
14 O 1.1774 -3.5471 1.7302  C13 1.380, H18 0.985
15 H 0.3132 -2.1381 2.9229  C13 1.080
16 H -0.7367 -3.4358 2.3166  C13 1.106
17 H 0.4093 -3.7447 3.6435  C13 1.093
18 H 1.0000 -4.4201 1.3094  O14 0.985
19 C 0.2382 -5.5426 -1.1156  O20 1.419, H21 1.083, H22 1.085, H23 1.078
20 O 0.1737 -5.7205 0.2911  C19 1.419, H24 0.969
21 H 0.3815 -4.5236 -1.4535  C19 1.083
22 H 1.0503 -6.1853 -1.4406  C19 1.085
23 H -0.6745 -5.8947 -1.5683  C19 1.078
24 H -0.7429 -5.6027 0.5839  O20 0.969
25 C -5.8448 -1.0914 1.0764  C26 1.558, C29 1.496, H30 1.113, H31 1.109
26 C -6.7478 0.0424 1.6474  C25 1.558, C27 1.518, H32 1.094, H33 1.105
27 C -5.7929 1.0925 2.1846  C26 1.518, O28 1.447, H34 1.108, H35 1.081
28 O -4.4568 0.5551 2.0454  C27 1.447, C29 1.432
29 C -4.5053 -0.8321 1.6912  C25 1.496, O28 1.432, H36 1.077, H37 1.087
30 H -5.7791 -0.9633 -0.0270  C25 1.113
31 H -6.3168 -2.0721 1.2910  C25 1.109
32 H -7.3651 -0.3667 2.4531  C26 1.094
33 H -7.4771 0.4518 0.9258  C26 1.105
34 H -5.9915 1.2545 3.2623  C27 1.108
35 H -5.8448 2.0303 1.6499  C27 1.081
36 H -4.3908 -1.4640 2.5563  C29 1.077
37 H -3.6713 -0.9352 1.0020  C29 1.087
38 C 3.0174 -3.6060 -1.3021  C39 1.522, C42 1.534, H43 1.092, H44 1.110
39 C 4.1440 -2.6556 -1.6798  C38 1.522, C40 1.553, H45 1.124, H46 1.084
40 C 5.3195 -3.2965 -0.8924  C39 1.553, O41 1.418, H47 1.136, H48 1.086
41 O 5.1785 -4.6934 -1.0903  C40 1.418, C42 1.431
42 C 3.7715 -4.9371 -1.1838  C38 1.534, O41 1.431, H49 1.098, H50 1.091
43 H 2.2597 -3.6563 -2.0873  C38 1.092
44 H 2.4918 -3.2734 -0.3832  C38 1.110
45 H 3.9316 -1.5877 -1.4028  C39 1.124
46 H 4.4050 -2.6449 -2.7317  C39 1.084
47 H 5.2616 -3.0797 0.2207  C40 1.136
48 H 6.2682 -2.9421 -1.2838  C40 1.086
49 H 3.5329 -5.5608 -0.3125  C42 1.098
50 H 3.6559 -5.5569 -2.0739  C42 1.091
51 C 1.0627 0.1698 -0.7627  C52 1.569, C55 1.543, H56 1.104, H57 1.075
52 C 0.2666 1.1336 0.1860  C51 1.569, C53 1.518, H58 1.116, H59 1.110
53 C -0.4975 0.1363 1.0371  C52 1.518, O54 1.451, H60 1.110, H61 1.106
54 O -0.9263 -0.8731 0.0863  C53 1.451, C55 1.446
55 C 0.3221 -1.1708 -0.5791  C51 1.543, O54 1.446, H62 1.100, H63 1.101
56 H 2.1167 0.0661 -0.4510  C51 1.104
57 H 1.0044 0.4633 -1.7950  C51 1.075
58 H -0.4593 1.7783 -0.3648  C52 1.116
59 H 0.8977 1.8375 0.7674  C52 1.110
60 H -1.3782 0.4953 1.6088  C53 1.110
61 H 0.2265 -0.3777 1.6958  C53 1.106
62 H 0.0465 -1.7169 -1.4936  C55 1.100
63 H 0.9061 -1.8595 0.0502  C55 1.101
64 C -4.6281 -0.5272 7.0314  C65 1.537, C68 1.545, H69 1.099, H70 1.095
65 C -3.1109 -0.3590 6.8556  C64 1.537, C66 1.565, H71 1.102, H72 1.101
66 C -3.0059 -0.7838 5.3535  C65 1.565, O67 1.426, H73 1.090, H74 1.089
67 O -3.9336 -1.8511 5.1724  C66 1.426, C68 1.435
68 C -4.9726 -1.7538 6.1577  C64 1.545, O67 1.435, H75 1.072, H76 1.099
69 H -5.2067 0.3186 6.6331  C64 1.099
70 H -4.9880 -0.7084 8.0497  C64 1.095
71 H -2.5577 -0.9918 7.5681  C65 1.102
72 H -2.8419 0.7026 6.9697  C65 1.101
73 H -2.0252 -1.1738 5.0811  C66 1.090
74 H -3.1914 0.0300 4.6540  C66 1.089
75 H -4.9416 -2.6907 6.6772  C68 1.072
76 H -5.9237 -1.6435 5.6178  C68 1.099
77 C -1.3247 5.5154 -1.8320  C78 1.564, C81 1.556, H82 1.070, H83 1.112
78 C -1.4905 4.3158 -0.8421  C77 1.564, C79 1.564, H84 1.080, H85 1.100
79 C -0.4863 4.6451 0.3108  C78 1.564, O80 1.432, H86 1.089, H87 1.098
80 O -0.5406 6.0717 0.4265  C79 1.432, C81 1.459
81 C -1.1484 6.6406 -0.7716  C77 1.556, O80 1.459, H88 1.129, H89 1.090
82 H -2.2669 5.6408 -2.3241  C77 1.070
83 H -0.4933 5.4373 -2.5657  C77 1.112
84 H -1.3650 3.3577 -1.3251  C78 1.080
85 H -2.4867 4.3543 -0.3778  C78 1.100
86 H 0.5132 4.2809 0.0772  C79 1.089
87 H -0.7419 4.1747 1.2697  C79 1.098
88 H -0.4855 7.4879 -1.1126  C81 1.129
89 H -2.0846 7.0303 -0.3720  C81 1.090
90 C -4.5782 -3.4339 -1.9487  C91 1.592, C94 1.579, H95 1.088, H96 1.076
91 C -3.1886 -2.8965 -1.3866  C90 1.592, C92 1.467, H97 1.079, H98 1.092
92 C -2.9044 -3.7517 -0.2291  C91 1.467, O93 1.414, H99 1.096, H100 1.060
93 O -3.5138 -4.9902 -0.5345  C92 1.414, C94 1.381
94 C -4.7638 -4.7242 -1.0578  C90 1.579, O93 1.381, H101 1.092, H102 1.097
95 H -4.5513 -3.7698 -2.9829  C90 1.088
96 H -5.3994 -2.7738 -1.7279  C90 1.076
97 H -3.3589 -1.8817 -1.0610  C91 1.079
98 H -2.4789 -2.9975 -2.2102  C91 1.092
99 H -3.3446 -3.3597 0.6954  C92 1.096
100 H -1.8700 -3.8975 -0.0481  C92 1.060
101 H -5.5126 -4.5752 -0.2766  C94 1.092
102 H -5.0209 -5.6121 -1.6485  C94 1.097
103 C 5.6616 0.7736 -2.7223  C104 1.564, C107 1.468, H108 1.116, H109 1.113
104 C 6.8078 0.0094 -1.9809  C103 1.564, C105 1.516, H110 1.091, H111 1.110
105 C 6.4878 0.2827 -0.5248  C104 1.516, O106 1.417, H112 1.103, H113 1.092
106 O 5.1776 0.8189 -0.4710  C105 1.417, C107 1.412
107 C 5.0016 1.5502 -1.6658  C103 1.468, O106 1.412, H114 1.077, H115 1.085
108 H 4.8743 0.0699 -3.0842  C103 1.116
109 H 5.9260 1.4122 -3.5951  C103 1.113
110 H 7.7939 0.3215 -2.3281  C104 1.091
111 H 6.6708 -1.0397 -2.3177  C104 1.110
112 H 7.1584 1.0669 -0.1353  C105 1.103
113 H 6.6544 -0.5938 0.1042  C105 1.092
114 H 5.4787 2.5107 -1.5634  C107 1.077
115 H 3.9380 1.6949 -1.8229  C107 1.085
116 C 3.7040 4.7353 -3.1280  C117 1.524, C120 1.509, H121 1.100, H122 1.087
117 C 2.4775 4.9027 -2.2384  C116 1.524, C118 1.523, H123 1.094, H124 1.137
118 C 1.8600 3.5114 -2.2917  C117 1.523, O119 1.412, H125 1.108, H126 1.086
119 O 2.3496 2.8421 -3.4340  C118 1.412, C120 1.405
120 C 3.2754 3.6633 -4.0996  C116 1.509, O119 1.405, H127 1.112, H128 1.083
121 H 4.5931 4.4057 -2.5713  C116 1.100
122 H 4.0409 5.5768 -3.7281  C116 1.087
123 H 1.8093 5.6702 -2.6415  C117 1.094
124 H 2.7185 5.1966 -1.1667  C117 1.137
125 H 0.7656 3.5819 -2.4469  C118 1.108
126 H 2.1331 2.9017 -1.4357  C118 1.086
127 H 2.7667 4.0539 -5.0076  C120 1.112
128 H 4.0731 3.0270 -4.4632  C120 1.083
129 C -0.1903 2.6559 5.3087  C130 1.539, C133 1.507, H134 1.113, H135 1.083
130 C -1.6055 3.2519 5.2064  C129 1.539, C131 1.558, H136 1.113, H137 1.092
131 C -1.7604 3.4505 3.6691  C130 1.558, O132 1.422, H138 1.093, H139 1.117
132 O -0.8586 2.5489 3.0408  C131 1.422, C133 1.397
133 C -0.1143 1.8830 4.0170  C129 1.507, O132 1.397, H140 1.101, H141 1.144
134 H -0.0961 1.9152 6.1341  C129 1.113
135 H 0.5866 3.4108 5.3082  C129 1.083
136 H -1.7942 4.1234 5.8716  C130 1.113
137 H -2.2462 2.4620 5.6044  C130 1.092
138 H -1.5071 4.4751 3.3832  C131 1.093
139 H -2.7983 3.1847 3.3543  C131 1.117
140 H 0.9111 1.7248 3.6495  C133 1.101
141 H -0.5255 0.8220 4.1368  C133 1.144
142 C 2.7953 -1.0319 3.8804  C143 1.577, C146 1.527, H147 1.090, H148 1.089
143 C 3.3679 -1.0274 2.4110  C142 1.577, C144 1.499, H149 1.126, H150 1.106
144 C 4.8085 -0.7329 2.7010  C143 1.499, O145 1.438, H151 1.115, H152 1.100
145 O 4.6986 0.3766 3.6089  C144 1.438, C146 1.418
146 C 3.6548 0.0594 4.5142  C142 1.527, O145 1.418, H153 1.087, H154 1.102
147 H 2.9736 -1.9973 4.3532  C142 1.090
148 H 1.7314 -0.8056 3.9312  C142 1.089
149 H 2.9098 -0.1951 1.8060  C143 1.126
150 H 3.2381 -1.9682 1.8447  C143 1.106
151 H 5.4509 -0.4462 1.8363  C144 1.115
152 H 5.3593 -1.5113 3.2499  C144 1.100
153 H 3.1553 1.0015 4.7229  C146 1.087
154 H 4.1050 -0.2069 5.4846  C146 1.102
155 C -1.1932 2.4015 -4.5131  C156 1.535, C159 1.531, H160 1.086, H161 1.094
156 C -0.6995 1.2478 -3.6295  C155 1.535, C157 1.541, H162 1.065, H163 1.092
157 C -1.6340 0.0970 -4.0488  C156 1.541, O158 1.452, H164 1.101, H165 1.088
158 O -2.8914 0.7175 -4.4253  C157 1.452, C159 1.458
159 C -2.5355 1.9591 -5.1024  C155 1.531, O158 1.458, H166 1.094, H167 1.084
160 H -0.5086 2.6456 -5.3206  C155 1.086
161 H -1.2787 3.3300 -3.9403  C155 1.094
162 H -0.8582 1.4543 -2.5968  C156 1.065
163 H 0.3523 0.9897 -3.7721  C156 1.092
164 H -1.8220 -0.6619 -3.2733  C157 1.101
165 H -1.3027 -0.4458 -4.9314  C157 1.088
166 H -3.3376 2.6911 -4.9682  C159 1.094
167 H -2.4174 1.7849 -6.1653  C159 1.084
168 C -0.1937 -3.9942 -5.5756  C169 1.549, C172 1.502, H173 1.069, H174 1.106
169 C 0.6721 -2.7145 -5.6796  C168 1.549, C170 1.545, H175 1.092, H176 1.080
170 C 0.9056 -2.4002 -4.1847  C169 1.545, O171 1.486, H177 1.089, H178 1.089
171 O 0.2698 -3.4486 -3.3456  C170 1.486, C172 1.463
172 C -0.8124 -3.9231 -4.2083  C168 1.502, O171 1.463, H179 1.122, H180 1.097
173 H 0.4505 -4.8455 -5.5158  C168 1.069
174 H -0.9194 -3.9930 -6.4106  C168 1.106
175 H 0.1213 -1.9080 -6.1679  C169 1.092
176 H 1.5408 -2.9571 -6.2738  C169 1.080
177 H 0.4843 -1.4360 -3.9039  C170 1.089
178 H 1.9177 -2.3804 -3.7827  C170 1.089
179 H -1.6833 -3.2370 -4.0371  C172 1.122
180 H -1.0148 -4.8818 -3.7145  C172 1.097

Results
Lowest unoccupied orbital energy (eV): 0.6
E (a.u.): -3252.05566
Largest force on an atom (eV/A): 2.81
Energy above the lowest of the compared OMol25 structures with the same formula, charge and spin (eV): 0.000